No. 1
C9H14N2O3S2 | the ωB97M-V functional and the def2-TZVPD basis

Each line ends with the Mulliken charge.
Element x y z (Å)
C1 -0.62 -0.85 3.13  -1.041
N1 -0.72 -0.31 1.77  0.241
C2 -0.37 -1.14 0.72  -0.225
O1 0.15 -2.23 0.96  -0.665
C3 -0.53 -0.62 -0.75  0.876
S1 1.12 -0.03 -1.35  -0.272
C4 -1.08 -1.57 -1.86  -0.906
C5 -1.78 -0.66 -2.89  -0.666
C6 -2.42 0.39 -1.97  -0.553
N2 -1.47 0.48 -0.86  0.200
C7 -1.54 1.44 0.14  -0.079
O2 -2.14 2.49 -0.02  -0.691
C8 -0.90 1.16 1.54  0.310
S2 -2.03 1.91 2.79  -0.244
C9 0.44 1.94 1.66  -0.319
O3 0.98 1.75 2.97  -0.509
H1 0.37 -0.69 3.49  0.370
H2 -1.35 -0.34 3.79  0.359
H3 -0.87 -1.93 3.17  0.343
H4 1.91 -0.76 -0.57  0.204
H5 -0.31 -2.17 -2.31  0.394
H6 -1.84 -2.22 -1.44  0.392
H7 -2.53 -1.14 -3.52  0.404
H8 -1.05 -0.22 -3.56  0.312
H9 -3.36 -0.04 -1.62  0.326
H10 -2.60 1.33 -2.49  0.323
H11 -2.63 2.76 1.90  0.237
H12 0.21 2.99 1.53  0.291
H13 1.17 1.64 0.90  0.214
H14 0.30 1.91 3.66  0.374

Values from the calculation:
HOMO level ... -9.3 eV
Structure (SMILES) ... CN1C(=O)[C@@]2(S)CCCN2C(=O)[C@]1(S)CO

=====

No. 2
C9H14N3 | the ωB97M-V functional and the def2-TZVPD basis

Each line ends with the Mulliken charge.
Element x y z (Å)
C1 2.49 1.12 -0.01  -0.734
C2 1.10 0.99 0.22  1.162
C3 0.90 -0.36 0.22  -0.440
C4 3.00 -0.13 -0.31  0.097
C5 -2.89 0.46 0.45  0.033
C6 -1.13 -1.25 0.27  0.591
C7 0.17 2.09 0.59  -1.343
C8 -3.62 0.95 -0.75  -1.046
C9 -1.05 -2.71 0.24  -1.348
N1 -2.03 -0.46 0.40  0.054
N2 1.97 -1.04 -0.26  -0.016
N3 4.29 -0.52 -0.45  -0.451
H1 3.05 2.03 0.06  0.347
H2 -3.13 0.89 1.41  0.430
H3 -0.29 1.90 1.55  0.334
H4 0.71 3.03 0.64  0.350
H5 -0.62 2.19 -0.16  0.237
H6 -3.26 0.47 -1.65  0.316
H7 -4.68 0.74 -0.63  0.364
H8 -3.51 2.03 -0.83  0.314
H9 -2.04 -3.16 0.33  0.372
H10 -0.60 -3.02 -0.71  0.326
H11 -0.42 -3.06 1.04  0.345
H12 2.09 -2.04 -0.25  0.255
H13 4.99 0.20 -0.43  0.229
H14 4.52 -1.35 -0.98  0.223

Values from the calculation:
Energy relative to the best compared isomer or geometry (same formula, charge and spin) ... 339.11 kJ/mol
HOMO level (alpha / beta) ... -10.6 / -10.6 eV
Charge ... +1

=====

DFT total energy (eV)
-40353.310, -14020.467
Largest force on an atom (eV/A)
2.3, 5.2